DFT (ωB97M-V/def2-TZVPD) results for a molecular structure, C18H26N3O3PtS.

The geometry in XYZ format:
```
52
Properties=species:S:1:pos:R:3:lowdin_charge:R:1
Pt -0.107 -0.362 -0.164 1.076
S -0.619 -1.333 -4.476 1.084
O 2.176 -0.501 -0.477 -0.062
O 0.380 0.532 1.672 -0.108
O 1.275 2.037 -0.487 -0.145
N 4.342 0.088 -0.494 -0.133
N 0.091 2.359 2.935 -0.116
N -0.449 -1.186 -1.960 -0.221
C 0.364 1.782 1.773 -0.399
C -2.108 -0.444 0.220 -0.235
C -1.248 -2.624 -3.549 -0.356
C -2.604 1.830 1.185 -0.077
C 0.658 2.698 0.587 -0.106
C -2.811 1.537 -1.178 -0.054
C -2.868 3.185 1.043 -0.104
C 4.762 -1.303 -0.620 -0.009
C -2.528 0.983 0.076 -0.311
C -1.075 -2.381 -2.230 -0.211
C -3.064 2.890 -1.325 -0.078
C -0.156 -0.533 -3.058 -0.452
C 0.087 3.808 3.113 -0.017
C 5.399 1.082 -0.608 -0.026
C -3.079 3.730 -0.217 -0.094
C 2.666 1.865 -0.400 -0.105
C -0.190 1.546 4.116 -0.002
C 3.037 0.383 -0.467 -0.391
H -0.380 4.306 2.266 0.087
H 5.596 -1.486 0.056 0.096
H 0.325 0.433 -3.049 0.091
H 3.934 -1.954 -0.361 0.090
H 5.082 -1.517 -1.642 0.103
H 3.070 2.295 0.523 0.142
H 1.095 4.199 3.264 0.104
H 1.266 3.546 0.912 0.132
H 5.695 1.229 -1.649 0.106
H -3.295 4.784 -0.332 0.104
H 6.266 0.734 -0.050 0.098
H -0.325 0.512 3.818 0.093
H -1.696 -3.488 -4.009 0.081
H -2.829 0.888 -2.048 0.108
H -1.347 -3.031 -1.415 0.122
H -0.503 4.036 3.997 0.099
H -2.940 3.814 1.923 0.105
H -1.095 1.915 4.596 0.098
H -3.272 3.293 -2.309 0.106
H -2.611 -1.088 -0.499 0.049
H 0.639 1.611 4.822 0.105
H 3.127 2.389 -1.241 0.144
H -0.300 3.082 0.221 0.132
H -2.472 1.407 2.175 0.111
H 5.102 2.038 -0.187 0.082
H -2.242 -0.806 1.239 0.063
```

Summary:
E_HOMO: -10.45 eV
Gap between HOMO and LUMO: 8.34 eV
Net charge: +1


DFT (ωB97M-V/def2-TZVPD) results for 5 unconnected molecules or ions with the total composition H10O5.

The geometry in XYZ format:
```
15
Properties=species:S:1:pos:R:3:lowdin_charge:R:1
O 3.880 -0.145 -0.028 -0.067
O 0.259 -1.210 0.371 -0.072
O -2.037 0.519 1.088 -0.114
O 0.847 1.350 -0.371 -0.095
O -2.819 -0.449 -0.878 -0.093
H 3.554 0.030 -0.967 0.076
H 0.083 -2.098 0.061 0.052
H 0.098 -0.684 -0.462 0.041
H 0.028 1.791 -0.128 0.016
H -2.088 -0.488 0.829 0.089
H -1.849 1.026 0.314 -0.022
H -3.310 0.429 -0.986 0.113
H -1.867 -0.407 -0.881 -0.002
H 0.939 0.750 0.475 0.088
H 3.370 -0.860 0.288 -0.012
```

Summary:
E_HOMO: -10.82 eV
SMILES: O.O.O.O.O
Gap between HOMO and LUMO: 10.81 eV
Net charge: 0